# 1
Density functional theory data (ωB97M-V with the def2-TZVPD basis set) for a 9-piece molecular cluster, C43H64O39S9 overall.

## Properties
Structure (SMILES)   C=CC[C@]1(CCCCCOC)OS(=O)(=O)OC1(CC(=O)c1ccccc1)CC(=O)c1ccccc1.O=S1(=O)OCCO1.O=S1(=O)OCCO1.O=S1(=O)OCCO1.O=S1(=O)OCCO1.O=S1(=O)OCCO1.O=S1(=O)OCCO1.O=S1(=O)OCCO1.O=S1(=O)OCCO1
LUMO level   -0.112 eV
HOMO-LUMO gap   8.630 eV
HOMO energy   -0.32123 Eh

XYZ file:
```
155
C43H64O39S9, DFT ωB97M-V with the def2-TZVPD basis set
C 3.95257 0.09646 -3.35403
S 5.52898 -6.63413 -7.93301
O 6.27623 -4.48960 6.99229
H 4.79135 0.62647 -3.89515
H -2.20343 3.59197 -0.83742
H -8.04794 3.71054 1.28355
H 6.19986 -4.12533 -6.60831
H -11.62660 4.03120 -1.47498
H 3.56721 -3.52373 4.02027
O 4.08587 -3.35369 7.08300
H -0.24707 5.16853 5.33093
H 1.91896 4.25439 -5.39771
H 0.52670 -4.99979 -5.61729
C 2.67463 3.42220 -5.32840
H 7.54719 -2.01228 5.25448
O -5.86897 5.30646 1.83070
H -7.70596 1.47900 -5.03536
C -12.12712 2.15069 -0.49737
O -9.38134 1.83161 -3.85246
C -9.51478 1.87636 -6.18415
C 0.90658 -2.96649 -4.81594
H 1.22128 2.88602 -3.22546
H 3.03781 0.31844 -3.97790
H 4.66240 2.06876 9.82789
C 7.33220 -2.58206 6.15754
C 1.12333 1.35836 -1.36875
O -11.22717 3.46580 -3.83950
O -0.85245 2.89201 2.97377
S -10.73586 2.64449 1.51123
H -5.74770 0.09253 -0.46612
O 5.33274 2.98532 0.27745
O -2.08621 5.00484 3.28473
H 3.05240 2.86976 -6.22133
H -4.50008 -1.20924 -0.34907
O -1.58986 3.61970 5.21776
S 5.09166 -6.68184 -1.09075
S 4.60836 3.07135 -0.97961
O -10.75856 3.81767 0.40356
H 0.60319 1.02637 -2.31176
H 4.25580 3.69008 8.05332
H -2.41270 3.05961 0.95850
H 7.66435 -6.72054 -5.87988
O 3.18980 -0.17646 6.61685
H -1.57192 5.24042 6.51879
O 3.54811 -6.21266 -1.06023
O -3.27385 2.86603 3.58718
O 4.49565 1.86742 7.08318
C 3.71912 1.97280 9.28405
C 3.27376 -2.42200 -3.90328
H 6.36928 -4.12409 4.97730
C -3.66419 1.98286 -0.56999
O 3.04177 2.61544 -0.61007
C 2.90531 -1.43523 1.23673
H -4.57786 2.61970 -0.37466
C 3.07140 -1.16154 -0.31400
S -1.97316 3.43855 3.65932
C 2.52009 -1.59448 4.12844
H 2.28492 3.98371 -2.29909
C 3.63112 -3.82263 -4.22320
O 5.36286 -1.89730 -2.91004
O 4.77780 4.34948 -1.64429
H 7.90751 -4.63815 5.71290
C 2.18852 -0.36192 1.97200
H -9.16209 2.89032 -6.38815
H 4.30828 2.93964 -4.03190
C 1.97575 -0.42638 3.41738
H -0.97030 1.09702 0.61525
O -10.87902 1.95514 -5.76099
S 5.41381 -3.25782 7.59058
H -1.77369 6.78011 4.32366
O 2.32253 -1.76090 -1.05650
C 3.45952 -8.54805 -0.95095
O 5.69801 -3.14712 8.97971
C -2.35014 2.74926 -0.11419
C -8.77196 1.26065 -5.01352
H 2.36468 -1.63447 5.23458
C -4.67023 -0.14871 -0.69837
C 0.23197 2.50783 -0.70272
O 6.16726 -2.06402 6.80779
O -11.50769 3.06360 2.62770
H -5.65602 3.29326 1.35233
O -6.58653 6.82947 3.63955
H -3.19717 5.82405 4.80195
C 2.66168 -4.75825 -4.82044
H 3.37446 -8.69487 0.12907
O 4.91546 1.73190 -1.92252
O 6.62772 -5.46240 -8.10568
H 7.93233 -4.48422 -6.81150
H -5.57211 3.70448 3.08086
O -7.70451 6.89260 1.40642
C 3.21323 -2.66964 3.38971
C 1.87650 -2.03692 -4.21783
H 0.69650 2.89632 0.24080
H 1.09053 0.50699 -0.64507
O 4.82853 -8.26757 -1.25293
H 3.97900 -3.40727 1.36784
H -0.12895 -2.61901 -5.06612
H 5.17122 -0.53715 -0.84014
H 2.76324 2.85786 7.55164
H 1.43522 0.42099 3.90878
O -11.69958 1.02146 -3.63490
C 6.93094 -4.91055 -6.82025
H -9.43058 1.27562 -7.08827
O 5.45165 -0.33953 7.65234
C 3.20712 3.11693 -4.08504
H -3.62309 1.83786 -1.69446
H 3.12885 -9.44852 -1.46527
H 6.61389 -5.73754 -4.83029
C 4.32435 -1.41504 -3.30840
H 4.24634 0.58252 0.19032
C -1.12238 1.76928 -0.27352
C -2.15088 5.77274 4.48900
H -4.46247 -0.14378 -1.81339
H -12.22082 1.41716 -1.29556
O 6.01931 -7.80772 -8.56859
C 6.78618 -6.07052 -5.85335
H 1.48990 -0.99737 -4.04002
C -6.07434 3.92209 2.13602
H -13.11601 2.54355 -0.24792
O -11.57668 1.54643 0.67828
H 1.79543 0.54915 1.44388
S -7.06680 6.18390 2.46415
H -0.03345 3.30229 -1.44450
O -3.75510 0.67803 0.01556
H 2.55484 -7.30864 -2.48217
C 3.76652 2.72166 7.96506
C -1.31494 4.99658 5.48912
O -8.02079 4.96011 2.90801
O 5.69038 -6.20145 -2.29190
S -10.94266 2.10893 -4.15682
H 2.89998 2.30712 9.91914
H -10.27572 2.87992 -1.35653
C 3.43018 -2.61220 1.92279
C 7.01271 -4.03497 5.85703
C 2.27571 2.99039 -2.84110
H 1.73690 -7.21724 -0.90330
O -9.39309 2.17508 1.63860
O 5.65213 -6.44895 0.19599
O 3.54694 0.60023 8.92920
C 2.70169 -7.31254 -1.39898
C 3.73594 0.81363 -1.95856
H -1.37279 1.07477 -1.13603
C 4.13871 -0.09927 -0.70693
O 4.24438 -6.08675 -8.20987
C 2.56907 1.84556 -1.78140
O 5.66415 -6.81649 -6.33235
H 4.68046 -4.12512 -4.00559
H -8.92005 0.17826 -4.97574
H 2.93349 -5.81184 -5.09476
H -7.85207 2.88775 2.84015
C 1.29079 -4.34425 -5.14089
H 8.17422 -2.49742 6.84975
S 4.20533 0.32514 7.47742
C -11.16555 3.26794 -0.85376
C -7.57678 3.76020 2.26116
```

***

# 2
Density functional theory data (ωB97M-V with the def2-TZVPD basis set) for a 2-piece molecular cluster, C43H65F17O3PSi overall.

## Properties
Energy relative to the best compared isomer or geometry (same formula, charge and spin)   0.552 eV
LUMO level   -1.960 eV
HOMO-LUMO gap   8.116 eV
HOMO energy   -0.37031 Eh
Total charge   +1

XYZ file:
```
130
C43H65F17O3PSi, DFT ωB97M-V with the def2-TZVPD basis set
C -0.19875 -7.26233 -0.65674
H -0.50439 8.12420 0.37116
H -2.06055 8.66573 -0.16924
C 0.31931 0.60970 -2.38277
H -5.87741 3.89583 3.38928
H -0.57657 5.19286 -2.01847
C -0.99091 -4.82104 -0.83523
Si 1.71683 -11.95143 0.60644
C -2.78198 10.14640 2.45885
H 1.35514 4.94181 -0.46364
H -0.14532 10.27056 1.36362
C -3.01976 2.82191 2.60293
H -2.12805 3.35901 0.75643
H 4.20071 -15.68477 -1.31822
C 3.79053 -14.72287 -1.58087
C -0.15248 -5.85366 -0.04707
F 3.99855 3.15217 -0.19507
C 3.41036 -12.94624 -3.06376
O -2.16737 -0.08325 1.55636
H -4.28629 6.30680 0.84683
H -1.52033 -5.34609 -1.62553
F 0.72015 4.04976 -3.74613
F 5.91124 0.62030 -0.66551
C -1.54678 6.82783 -1.03999
H 3.82819 -10.78015 0.98681
C -0.01220 0.16677 -0.95799
C -1.37823 -0.35333 0.68140
C 3.60937 3.22405 -3.21014
C 6.00323 1.89446 -0.28343
H -3.29001 3.23624 3.57781
H -3.24656 4.56284 1.34476
H -5.53278 4.58879 1.80869
F 3.59680 1.14359 -1.95083
C 2.57592 -12.78465 -0.85251
C -5.89731 4.81938 2.81221
H -4.05328 5.50855 3.69190
F 0.32660 2.19419 -4.74302
F 2.62739 3.30566 -5.32638
C 1.08996 -9.48056 -0.78530
C 0.60673 2.12963 -2.41660
H -0.38259 11.76707 0.48046
C 2.73623 -12.25077 -2.11173
H -0.00276 -3.99103 -2.54866
C 0.50558 -10.59356 0.13414
C 1.05396 2.75370 -3.76363
C 4.98207 2.82847 -1.04559
H -3.84430 9.97009 2.26993
F 1.36518 -0.12654 -2.79653
F 1.43101 2.46760 -1.41308
P -2.31154 7.37071 1.72929
H -6.00522 7.45189 2.37071
C -1.52032 7.77800 0.16981
H 3.55221 -12.51265 -4.04432
H -3.90608 2.35999 2.17018
H -2.28500 2.03578 2.76176
F 5.72154 1.94749 1.02081
C -1.48768 6.09788 2.69612
H 0.81943 6.33032 0.46749
H -2.73725 10.75956 3.36156
C -0.79371 -2.30142 -1.44336
C 2.54232 2.60283 -4.17736
C -4.07988 7.18005 1.46901
H -1.01515 8.96478 2.93570
C 3.11339 -14.02394 -0.62732
H -2.49523 10.54780 0.34279
H 1.89441 -7.53152 -0.47144
H 3.57225 -12.03250 2.19298
H 0.22360 -10.10477 1.07043
F -0.73969 0.32139 -3.14641
F 7.24801 2.31323 -0.45211
C -5.05681 5.89369 3.49699
H 2.33733 -11.27746 -2.34484
C 4.36143 2.18716 -2.30441
F 5.37870 1.70377 -3.03711
H 0.51739 -9.50090 -1.70851
H -0.23098 -7.17434 -1.74088
H 1.32765 6.53944 -1.21420
C 0.79815 5.87727 -0.52677
H 2.14015 -9.66286 -0.99156
H -0.42794 -10.99019 -0.25887
H 3.00122 -14.47175 0.35166
H 0.87686 -5.50914 0.03879
C 3.09950 -11.20153 1.67595
F 5.63315 3.94258 -1.38812
C 0.99548 -8.07443 -0.17047
H 0.84666 -3.70652 -1.05459
C -2.45408 3.88077 1.65911
F 3.10642 4.24754 -2.50692
H -2.70992 11.95429 1.32924
F -0.58204 2.69888 -2.11742
H -4.35715 8.03501 0.84061
F 4.55994 3.76462 -3.98898
H -1.27276 7.42651 -1.91150
H -2.45664 8.50249 3.77778
H 1.66470 -13.82257 2.17925
H -1.03226 -1.97406 -2.44944
O -0.41844 -1.28354 0.67131
H -5.49735 6.10415 4.47329
H 2.73842 -10.44109 2.36114
H 0.26826 -12.76134 2.43245
C -2.21547 10.98155 1.30589
H -2.57213 6.49144 -1.21614
H -0.49599 6.51875 2.90350
C -2.08911 8.81761 2.79580
H -1.71456 -4.36269 -0.16693
C -0.62358 5.60677 -1.00991
H -0.87734 4.10009 3.11950
C -0.14194 -3.71511 -1.50577
H -0.43389 4.63155 1.54407
H 1.00707 -8.10622 0.91847
H 4.49847 -14.71169 -3.56691
H -1.11055 -7.73902 -0.29633
H -4.68728 8.00674 3.37133
H 0.26582 -13.95127 1.10211
H -0.42709 11.77862 2.24124
F 2.84713 1.35010 -4.50390
H -1.98033 6.08925 3.67339
C -0.70769 11.20599 1.35589
O -1.34221 0.37034 -0.51500
C 0.87499 -13.26237 1.68168
H -0.55991 -5.89728 0.96122
C -1.26132 4.64454 2.25461
H 1.15605 -1.65555 -0.55112
H -6.93704 5.13791 2.72840
H -1.08150 4.82224 -0.40548
C 3.94635 -14.16500 -2.81910
H 0.61996 0.59595 -0.17712
H -1.72700 -2.42477 -0.90900
C -4.99650 7.19989 2.70195
C 0.13705 -1.33344 -0.71202
```

***

# 3
Density functional theory data (ωB97M-V with the def2-TZVPD basis set) for a 4-piece molecular cluster, C43H65N3O6P overall.

## Properties
2S+1   4
LUMO level (spin up / spin down)   -1.738 / -1.581 eV
HOMO-LUMO gap (spin up / spin down)   7.076 / 6.878 eV
⟨S²⟩   4.82
HOMO energy (spin up / spin down)   -0.32390 / -0.31086 Eh

XYZ file:
```
118
C43H65N3O6P, DFT ωB97M-V with the def2-TZVPD basis set
H 3.78382 2.12077 -3.11695
H -2.14458 1.47018 -0.98987
H 3.13580 -0.06837 -2.11973
O 3.93776 -3.34726 -3.30530
C -2.42017 -1.01377 5.93812
H -0.67138 1.24083 8.76838
H -7.04382 1.38505 0.55694
H -6.03317 -0.19692 -0.05942
N -4.79788 2.47454 -0.29389
H -4.33371 -0.34005 -2.30426
C 2.92512 2.12921 -3.80199
H 2.25009 -7.03265 -3.12350
C 1.48560 -0.20028 4.18608
H -0.20331 0.59663 -3.89893
C 5.72591 -5.33472 -0.74103
H -1.36039 3.73595 -2.33202
C -6.34708 2.45165 -2.31705
H 4.43341 -7.52663 -2.12505
C -5.00889 0.02409 0.24667
C 2.01591 4.24547 -2.84245
H -6.19577 4.83647 0.21525
N 4.00622 -4.17754 -2.17109
H -1.22527 -1.62924 3.82259
H -5.76250 4.98661 -1.49884
C -3.66451 1.35870 8.96396
O 1.93078 1.85398 -0.91285
H -2.50205 -0.16538 -0.47818
C 6.51722 -3.76516 -2.43842
H -6.07325 0.79759 -3.65997
H -6.69644 0.33424 -2.08711
C 0.82788 3.48824 -2.18338
H 1.11156 0.28612 -5.03025
H 2.04444 -6.64786 -0.85805
H 0.46996 1.89410 -4.91403
H 3.43696 4.11545 -4.44807
H 7.50713 -4.21702 -2.29780
H -0.25889 3.70319 -0.26291
C 2.48319 2.12842 5.53366
C -4.31422 1.08900 -0.64579
O 2.57047 1.34119 8.05953
C -2.19286 -0.15351 7.31804
C 2.24257 1.28881 4.10730
H -0.45699 4.66472 -3.53316
H -8.19390 2.16376 -0.50750
C 1.89746 1.36211 6.90004
H -5.73741 3.08372 -2.97687
H 5.55484 -5.57267 -4.19728
C 0.19015 -0.24980 5.24263
H 0.19162 5.24330 -1.00355
C -4.55942 0.72050 -2.13454
C 2.55002 3.57404 -4.09558
C 2.50976 -5.65607 -0.81053
O -3.84697 3.38498 -0.79122
H 5.23500 -6.27982 -0.50131
H 4.51016 -7.73354 -3.86523
H 6.48203 -6.48544 -3.02135
C 3.46314 3.47044 2.71023
C -6.13843 2.88658 -0.83838
C -1.18306 -1.06102 4.86323
C 5.52569 -5.96882 -3.17311
H 2.64846 -0.64103 -3.70063
H 2.52009 1.37259 1.70171
C -0.48246 3.71209 -2.99066
C 2.28827 -0.10586 -2.81310
H -5.11206 -1.71964 6.42073
H 2.84167 4.33317 -2.12342
C 4.39492 -6.98174 -3.07430
C 0.53015 4.21384 -0.82636
H 1.29384 -3.53205 -2.03558
H 6.44773 -2.91062 -1.75453
C 3.05191 -6.28994 -3.22975
H -5.01184 0.33111 1.29897
H -2.86501 1.74857 9.76017
C 2.74235 1.98969 2.69868
H 2.97672 -5.91744 -4.26037
C -6.38438 4.43366 -0.78625
H -4.53775 -1.58916 4.17158
H 1.41365 4.29020 -0.18303
H -4.48583 -0.93915 0.19672
C -5.98500 1.00136 -2.58538
H 1.81224 3.63530 -4.90268
C 2.83224 -5.11629 -2.23302
H -7.42574 4.66931 -1.04279
H 1.72185 5.27561 -3.08361
H 6.50221 -3.38737 -3.46677
H -2.56820 1.14494 0.70624
H -7.38839 2.62451 -2.61972
C 5.38013 -4.80182 -2.15862
C 1.49434 -4.41553 -2.65209
H 3.27292 1.65528 -4.72877
C -3.45024 -0.04038 8.41520
H -7.51447 3.01677 0.88255
P -4.02730 -1.96551 5.49494
O -3.78454 -3.55632 5.39178
H -3.86949 1.28351 -2.77776
N 1.08995 2.01479 -2.02982
H -4.54639 2.06437 8.57834
H 1.49785 -0.71715 -2.36106
H 1.48814 -4.10641 -3.70313
C -7.27278 2.32486 0.06525
O 1.87014 -1.25471 3.43852
H 4.28342 5.32745 4.14460
H 3.36563 -5.74534 -0.14952
H 5.47330 -4.59835 0.03070
C -2.79575 0.88189 -0.33386
H 3.42467 4.17219 6.63198
C 3.73515 4.27129 4.15180
H 3.77169 3.93180 1.67082
H 0.64396 -5.09942 -2.52997
C -0.81123 0.63570 7.74912
C 0.72018 1.01808 -4.31265
H 1.81320 -4.99482 -0.27884
C 1.75281 1.31425 -3.19058
H -0.70657 2.94313 -3.72270
C 3.23840 3.60233 5.60132
C 0.43240 0.58897 6.66899
H -4.12557 -0.96133 8.69076
H 6.79903 -5.54232 -0.64501
```